(1)
ORCA calculation (ωB97M-V/def2-TZVPD) on a molecular structure, C58H159BeN14O15.

Total charge: +1
Energy: -114679.831 eV
HOMO: -9.9573 eV
Max |F|: 5.5 eV/Å

Last column: Löwdin charge in e.
Positions of all 247 atoms, in Å:
Be  -3.89505  -0.95349  -0.43645  -0.057
C  3.40316  0.46248  -1.10551  -0.142
C  2.18533  0.35141  -0.20431  -0.147
O  -3.28548  -2.41156  -0.43213  -0.070
H  3.16521  0.71094  -2.11138  0.057
H  4.09537  -0.34456  -1.07535  0.040
H  3.84630  1.38069  -0.78294  0.042
H  1.52844  -0.51636  -0.56717  0.058
H  1.54286  1.23552  -0.26893  0.057
C  0.17302  -3.36758  -0.59831  -0.056
C  -0.20827  -3.83679  0.84357  -0.414
C  -0.21900  -2.54962  1.58812  -0.234
O  -0.38746  -2.80955  2.96775  -0.169
C  -0.61987  -1.60728  3.72472  -0.062
N  -1.40507  -4.63189  1.01209  0.097
H  1.16177  -2.95723  -0.51740  0.042
H  -0.55955  -2.60831  -0.88672  0.064
H  0.11523  -4.08560  -1.42143  0.075
H  0.69002  -4.43763  1.11478  0.128
H  -1.04701  -1.90654  1.20929  0.090
H  0.60864  -1.83159  1.47043  0.126
H  -1.51737  -1.11371  3.27165  0.066
H  0.28474  -0.98033  3.63366  0.087
H  -0.86017  -1.73676  4.71913  0.063
H  -2.13586  -4.17549  0.49535  0.029
H  -1.53280  -4.72553  2.04198  0.101
C  6.34072  1.58468  1.01206  -0.062
C  6.79655  0.42034  1.83268  -0.450
C  5.78132  -0.77090  1.84960  -0.189
O  4.49775  -0.48993  2.42051  -0.182
C  4.48830  -0.55461  3.81009  -0.110
N  8.07698  0.00507  1.30204  0.049
H  5.93603  1.14182  0.00786  0.108
H  7.12929  2.30570  0.81827  0.079
H  5.52799  2.10939  1.40475  0.044
H  6.92562  0.72867  2.86421  0.119
H  6.25559  -1.68380  2.14108  0.102
H  5.63549  -1.04748  0.80848  0.090
H  5.05018  0.30704  4.29094  0.087
H  5.08111  -1.43058  4.12209  0.098
H  3.48213  -0.50720  4.18221  0.059
H  8.44852  -0.84092  1.74905  0.087
H  7.96234  -0.03245  0.30540  0.051
C  -1.56554  1.35020  1.49686  -0.055
C  -2.54323  1.31423  0.35575  -0.402
C  -2.26008  2.34703  -0.65246  -0.167
O  -3.28294  2.21422  -1.67693  -0.226
C  -3.54413  3.50680  -2.23977  -0.111
N  -2.63020  -0.04968  -0.10294  0.174
H  -1.33425  2.35253  1.91571  0.107
H  -0.68033  0.78474  1.21034  0.077
H  -1.88419  0.66626  2.28793  0.041
H  -3.60286  1.65807  0.84404  0.200
H  -1.34090  2.13654  -1.22317  0.149
H  -2.12243  3.33705  -0.18573  0.142
H  -4.18398  4.19291  -1.62554  0.110
H  -3.86129  3.49494  -3.26989  0.061
H  -2.54749  4.00156  -2.38650  0.079
H  -1.79123  -0.53890  0.18413  0.062
H  2.33759  0.12837  0.82400  0.034
C  -3.30953  0.89091  -7.39441  -0.057
C  -3.45774  1.50477  -6.03293  -0.447
C  -2.81874  0.58186  -5.01567  -0.166
O  -3.74950  -0.52105  -4.90041  -0.211
C  -3.16173  -1.72873  -4.70385  -0.164
N  -2.63681  2.74145  -6.02401  0.042
H  -3.79469  1.51465  -8.13769  0.078
H  -3.76866  -0.07627  -7.40160  0.073
H  -2.20643  0.87588  -7.65628  0.114
H  -4.45873  1.68319  -5.75548  0.119
H  -2.63551  1.06435  -4.06444  0.107
H  -1.86076  0.24464  -5.49615  0.142
H  -2.57959  -1.99868  -5.50781  0.050
H  -3.92666  -2.52744  -4.51257  0.109
H  -2.48247  -1.71504  -3.79253  0.104
H  -2.78552  3.21071  -6.90189  0.063
H  -2.80785  3.39644  -5.24337  0.064
C  3.57808  -4.32774  0.43653  -0.051
C  4.13952  -5.67855  0.18982  -0.445
C  3.09333  -6.80209  0.44466  -0.223
O  2.86249  -6.76520  1.82410  -0.200
C  1.63137  -7.38264  2.29601  -0.050
N  4.82337  -5.76198  -1.08304  0.048
H  4.23776  -3.66025  -0.04976  0.041
H  3.57392  -4.12648  1.53811  0.108
H  2.56656  -4.08713  0.06721  0.050
H  4.89828  -5.85633  0.96073  0.142
H  3.43987  -7.79400  0.02990  0.132
H  2.20564  -6.58038  -0.13671  0.111
H  1.48425  -8.37691  1.88957  0.090
H  0.85766  -6.67370  2.09225  0.057
H  1.75325  -7.31850  3.37975  0.092
H  4.19376  -5.59169  -1.87272  0.079
H  5.19180  -6.67809  -1.22818  0.066
C  -1.31042  8.85759  -1.30134  -0.054
C  -1.54536  7.64929  -2.24622  -0.430
C  -0.58811  7.61489  -3.43167  -0.188
O  0.77116  7.58122  -2.90757  -0.239
C  1.84386  7.60939  -3.85460  -0.086
N  -1.46170  6.31985  -1.59164  0.030
H  -1.54346  9.73909  -1.89287  0.076
H  -0.27285  8.84332  -1.02593  0.061
H  -1.89052  8.84807  -0.37015  0.077
H  -2.57589  7.76473  -2.61304  0.132
H  -0.69231  8.58356  -4.09093  0.153
H  -0.81002  6.64071  -4.01537  0.139
H  2.00345  6.65660  -4.35609  0.085
H  2.72196  7.82447  -3.27241  0.072
H  1.66232  8.45133  -4.48422  0.077
H  -2.16047  6.25864  -0.84228  0.074
H  -0.56228  6.23702  -1.14924  0.058
C  -6.19027  -5.66684  0.00379  -0.045
C  -7.42742  -4.79147  0.09754  -0.398
C  -8.22563  -5.00065  1.36344  -0.233
O  -8.24798  -6.39348  1.46420  -0.211
C  -9.21743  -6.93768  2.41530  -0.038
N  -7.13692  -3.32678  0.03307  0.047
H  -5.81090  -5.57682  -1.00226  0.076
H  -6.51389  -6.64775  0.25845  0.062
H  -5.42596  -5.41790  0.74222  0.079
H  -8.04443  -5.02767  -0.81887  0.156
H  -9.25473  -4.60340  1.26955  0.140
H  -7.71999  -4.51089  2.17208  0.089
H  -9.94471  -7.54698  1.90353  0.080
H  -9.67888  -6.04478  2.87265  0.087
H  -8.74457  -7.58630  3.13432  0.078
H  -7.53822  -2.91522  -0.83775  0.078
H  -7.43385  -2.80264  0.83347  0.042
C  0.94736  2.42318  3.98308  -0.048
C  0.53824  2.11494  5.43054  -0.405
C  -0.94663  1.85447  5.44579  -0.220
O  -1.70143  3.02053  5.13677  -0.227
C  -1.81894  4.03824  6.18537  -0.064
N  1.25128  0.84293  5.80638  0.053
H  2.01577  2.58285  3.86521  0.066
H  0.25560  3.32411  3.64113  0.119
H  0.61257  1.55636  3.34593  0.066
H  0.72223  2.88770  6.18312  0.102
H  -1.33641  1.48245  6.36174  0.113
H  -1.35234  1.28517  4.60460  0.106
H  -0.83707  4.36187  6.64378  0.088
H  -2.25530  3.55234  7.07450  0.085
H  -2.38612  4.87199  5.86746  0.068
H  1.62457  0.81925  6.73509  0.058
H  2.02821  0.64661  5.10583  0.065
C  8.54698  -3.28060  -2.25866  -0.026
C  7.30857  -2.49321  -1.69255  -0.450
C  6.22521  -2.32494  -2.69621  -0.235
O  6.68930  -1.43194  -3.67564  -0.184
C  5.58813  -0.86063  -4.42716  -0.064
N  6.83951  -3.02792  -0.45555  0.041
H  8.93534  -2.72034  -3.08411  0.067
H  8.24545  -4.27184  -2.46657  0.059
H  9.31498  -3.33163  -1.47576  0.077
H  7.65777  -1.48686  -1.38788  0.128
H  5.28764  -1.86269  -2.27273  0.105
H  5.97585  -3.28783  -3.15916  0.133
H  4.87432  -0.48648  -3.73727  0.045
H  5.15648  -1.63933  -5.04789  0.090
H  5.97112  0.01473  -4.93434  0.086
H  6.58996  -4.01028  -0.65325  0.064
H  7.55954  -3.04821  0.24807  0.069
C  -6.47781  1.50923  -1.82993  -0.037
C  -6.40631  -0.02838  -1.82319  -0.334
C  -7.20383  -0.42723  -3.05241  -0.254
O  -7.19404  -1.74406  -3.34246  -0.157
C  -7.73148  -2.05851  -4.52227  -0.159
N  -4.99730  -0.58105  -1.82270  0.125
H  -5.99887  1.96854  -2.68289  0.071
H  -5.76839  1.86110  -1.02756  0.086
H  -7.52921  1.81905  -1.66156  0.105
H  -6.91747  -0.44689  -0.91588  0.126
H  -6.70492  0.14064  -3.88279  0.148
H  -8.19046  -0.02499  -2.92199  0.132
H  -6.96326  -2.05026  -5.37782  0.115
H  -8.60604  -1.46153  -4.80855  0.095
H  -8.10371  -3.11613  -4.70783  0.110
H  -5.03802  -1.43979  -2.38420  0.112
H  -4.35025  0.06287  -2.25416  0.087
C  3.33574  6.52297  -0.07799  -0.060
C  4.18436  5.30387  -0.55885  -0.409
C  4.23313  5.30661  -2.07378  -0.248
O  5.06912  4.24361  -2.45091  -0.206
C  5.53059  4.37564  -3.82708  -0.070
N  5.47283  5.35264  0.16835  0.046
H  2.34984  6.55594  -0.65366  0.078
H  3.75611  7.48537  -0.33164  0.070
H  3.08194  6.53644  0.97659  0.062
H  3.67965  4.34079  -0.29131  0.133
H  4.63204  6.22613  -2.48849  0.118
H  3.23384  5.14654  -2.50744  0.124
H  6.12934  3.54686  -4.16773  0.070
H  6.20143  5.22586  -3.95621  0.086
H  4.57732  4.38367  -4.43691  0.103
H  6.17385  4.64186  -0.11044  0.076
H  5.30437  5.27522  1.13104  0.038
C  2.12495  -2.31937  -3.45927  -0.053
C  1.61379  -3.71640  -3.75475  -0.429
C  0.22373  -3.58073  -4.24371  -0.269
O  -0.22858  -4.85683  -4.59039  -0.176
C  -1.61370  -4.98392  -4.53905  -0.107
N  2.57744  -4.49212  -4.65352  0.054
H  1.51577  -1.88443  -2.60505  0.078
H  2.10651  -1.76877  -4.43970  0.106
H  3.12919  -2.41095  -3.07941  0.047
H  1.50318  -4.38161  -2.88975  0.118
H  0.15904  -2.92777  -5.13812  0.140
H  -0.39031  -3.09182  -3.50191  0.095
H  -1.79388  -6.04844  -4.62881  0.094
H  -2.09799  -4.36165  -5.30465  0.080
H  -1.97417  -4.60896  -3.55207  0.093
H  2.58346  -5.47730  -4.40702  0.057
H  2.29356  -4.50304  -5.64455  0.076
C  3.37327  5.64496  5.88381  -0.068
C  3.10906  4.61621  7.00280  -0.464
C  4.24484  3.55640  6.99207  -0.222
O  4.40280  2.92730  5.77354  -0.195
C  5.65535  3.11851  5.17636  -0.094
N  3.05419  5.32215  8.21806  0.041
H  2.62416  6.49462  5.92794  0.087
H  3.40384  5.26709  4.80360  0.087
H  4.38549  6.07801  6.11835  0.085
H  2.13446  4.14279  6.84689  0.111
H  4.06761  2.86271  7.79370  0.119
H  5.11483  4.16894  7.21490  0.116
H  5.83824  4.13061  4.98426  0.066
H  5.63215  2.53896  4.26193  0.069
H  6.44511  2.71270  5.84025  0.109
H  3.96736  5.37186  8.65816  0.085
H  2.35367  5.04480  8.86466  0.067
C  -4.64434  0.28704  3.26323  -0.046
C  -4.58563  -0.94228  2.43480  -0.330
C  -5.13817  -2.16264  3.25965  -0.213
O  -6.53175  -2.17413  3.47679  -0.205
C  -7.05879  -3.11772  4.46950  -0.043
N  -5.21772  -0.94204  1.01103  0.079
H  -5.53356  0.85031  3.07916  0.086
H  -3.77776  0.89718  3.28448  0.050
H  -4.74830  0.04556  4.30690  0.088
H  -3.53342  -1.16381  2.24529  0.099
H  -4.52837  -2.13848  4.15704  0.117
H  -4.83669  -3.13074  2.71328  0.144
H  -6.25591  -3.85898  4.72126  0.109
H  -7.89802  -3.58857  3.95176  0.063
H  -7.46377  -2.57099  5.32410  0.088
H  -6.21524  -0.55241  0.96045  0.129
H  -5.29196  -1.94718  0.78866  0.050

Forces on atoms 1 to 6 (eV/Å):
-2.008 -0.819 -0.121
-0.659 1.305 1.077
-2.023 -1.828 -1.767
0.014 1.129 0.546
-0.597 -0.296 -1.049
0.464 -0.676 0.219

***

(2)
ORCA calculation (ωB97M-V/def2-TZVPD) on a molecular structure, C6H13N3.

Relative energy (zero: lowest compared OMol25 entry of this formula, charge and spin): 15.441 eV
Energy: -10887.971 eV
HOMO: -7.5561 eV
Max |F|: 7.6 eV/Å

Last column: Löwdin charge in e.
Positions of all 22 atoms, in Å:
C  -2.23041  -0.50378  1.06047  -0.142
C  -1.40905  0.81119  -0.84434  -0.157
C  -0.01772  0.69495  -0.27844  -0.467
C  0.74961  1.88295  0.25501  -0.128
C  0.55357  -0.56718  -0.15046  -0.452
C  -0.23734  -1.61914  -0.67958  -0.076
H  -3.10653  -0.24127  1.83294  0.090
H  -2.20049  -1.59994  0.85462  0.040
H  -1.14301  0.18340  1.53186  0.123
H  -1.66850  1.49742  -1.51614  0.041
H  0.15512  1.70257  1.96125  0.132
H  0.12351  3.05577  -0.68130  0.140
H  2.44581  1.34877  0.02261  0.161
H  0.65134  -2.47569  -0.99258  0.156
H  -1.02374  -1.32409  -1.34146  0.071
H  -0.74957  -2.04115  0.22529  0.063
H  1.92417  -1.91506  0.37821  0.152
H  2.65389  0.70073  0.96558  0.110
H  2.99729  0.29036  -0.95234  0.204
N  -2.53583  0.30491  -0.23993  -0.008
N  1.78002  -0.88266  0.32895  -0.028
N  2.82563  0.09551  0.13033  -0.023

Forces on atoms 1 to 6 (eV/Å):
0.058 4.324 1.003
-2.488 -3.537 6.298
1.880 -0.463 0.065
-1.449 1.201 -1.058
-2.053 4.189 -1.744
2.181 -5.399 1.214

***

(3)
ORCA calculation (ωB97M-V/def2-TZVPD) on a molecular structure, C31H32BrN8O3Ti.

Total charge: +3
Relative energy (zero: lowest compared OMol25 entry of this formula, charge and spin): 0.000 eV
Energy: -143867.918 eV
HOMO: -16.2329 eV
Max |F|: 0.4 eV/Å

Last column: Löwdin charge in e.
Positions of all 76 atoms, in Å:
Ti  0.00448  0.44178  0.08717  1.248
C  2.82935  -1.80468  -2.50700  0.033
N  2.61335  -2.49676  -1.22698  -0.082
C  3.24417  -3.82660  -1.13499  0.037
C  1.85587  -2.00282  -0.29665  -0.347
O  1.29223  -0.85915  -0.44770  -0.139
C  1.61460  -2.76644  0.99612  -0.074
O  0.73087  -2.06775  1.82631  -0.119
C  1.20871  -1.55658  3.03675  -0.077
C  1.18818  -0.03147  3.01886  -0.306
O  0.78485  0.56841  1.96607  -0.124
N  1.59169  0.61063  4.08374  -0.081
C  2.07309  -0.07771  5.29787  0.029
C  1.68008  2.07242  4.16739  0.030
H  3.84956  -2.00070  -2.82654  0.114
H  2.67136  -0.73985  -2.39630  0.072
H  2.13917  -2.20012  -3.25178  0.107
H  4.31402  -3.71469  -1.29586  0.118
H  2.83098  -4.46348  -1.91595  0.122
H  3.07836  -4.29290  -0.17218  0.091
H  2.57230  -2.95930  1.48620  0.152
H  1.16661  -3.72994  0.74411  0.158
H  2.22165  -1.89980  3.26382  0.153
H  0.55669  -1.90750  3.83960  0.155
H  1.71551  -1.09817  5.35609  0.092
H  1.69682  0.46260  6.16320  0.115
H  3.16216  -0.06551  5.32010  0.122
H  1.39850  2.52668  3.22908  0.056
H  2.70554  2.34805  4.40890  0.120
H  1.02465  2.42397  4.96254  0.118
C  3.11029  3.43986  -0.11786  -0.008
C  3.57387  3.35473  -1.43073  0.012
C  2.91077  2.54258  -2.32019  0.037
C  1.79053  1.81802  -1.91439  -0.282
N  1.39007  1.84345  -0.61236  0.017
C  2.04265  2.66804  0.24539  -0.087
N  1.10216  1.15910  -2.92394  0.198
C  -0.11710  0.81112  -2.78287  -0.257
N  -0.82130  0.82177  -1.56383  -0.010
C  -2.19898  0.73174  -1.84162  -0.259
N  -3.12876  0.96950  -1.00534  0.212
C  -2.85811  1.54620  0.22355  -0.279
C  -3.95529  2.14066  0.84963  0.038
C  -3.79306  2.86480  2.00403  0.013
C  -2.50917  2.99544  2.53822  -0.010
C  -1.47625  2.35159  1.92049  -0.102
N  -1.61416  1.60421  0.78864  0.003
C  -2.34082  0.41295  -3.26567  -0.128
C  -3.47156  0.17992  -4.02175  0.030
C  -3.28781  -0.03840  -5.38424  -0.013
C  -2.01849  0.00722  -5.95986  -0.014
C  -0.88521  0.27337  -5.19499  0.027
C  -1.07215  0.45780  -3.84022  -0.132
H  3.57823  4.08817  0.60941  0.130
H  4.42951  3.93467  -1.75141  0.137
H  3.19339  2.47591  -3.36132  0.137
H  1.67106  2.68353  1.25553  0.083
H  -4.91473  2.03594  0.36349  0.137
H  -4.64146  3.33995  2.47956  0.137
H  -2.32153  3.58543  3.42415  0.128
H  -0.48084  2.41421  2.32293  0.082
H  -4.45753  0.17494  -3.57652  0.132
H  -4.14668  -0.23270  -6.01288  0.126
H  -1.91594  -0.15237  -7.02497  0.126
H  0.09625  0.34221  -5.64544  0.130
Br  -0.91290  -2.58256  -2.05290  0.978
C  -1.91844  -2.22745  -0.49406  -0.661
C  -3.04213  -3.01020  -0.29443  -0.065
C  -3.76041  -2.85410  0.87617  0.011
C  -3.31012  -1.93943  1.81866  -0.002
C  -2.19728  -1.19140  1.52169  -0.120
N  -1.50276  -1.29413  0.36546  -0.030
H  -3.32995  -3.73373  -1.04298  0.120
H  -4.64752  -3.44786  1.05525  0.138
H  -3.81840  -1.80104  2.76251  0.131
H  -1.83731  -0.45631  2.23007  0.114

Forces on atoms 1 to 6 (eV/Å):
0.090 -0.178 0.311
0.007 -0.060 0.066
0.100 -0.163 -0.066
-0.036 0.128 -0.050
-0.048 0.168 -0.064
0.189 -0.289 -0.031